No. 1
Here is 9 unconnected molecules or ions with the total composition C23H29Cl4F6NO20 in a non-equilibrium geometry from the Open Molecules 2025 dataset. Energies are from ωB97M-V with the def2-TZVPD basis set.

Last column: Mulliken charge in e.
Positions of all 83 atoms, in Å:
Cl 3.07691 4.72389 3.88320  -0.2063
Cl -1.56646 3.04302 2.95931  -0.1176
Cl 2.15328 3.31818 6.66487  -0.1970
Cl -4.01093 0.83582 3.23753  -0.1911
F 4.34596 -3.77694 0.77310  -0.2806
F -1.43975 5.38547 -0.56726  -0.3453
F 2.70253 -0.48559 5.10803  -0.3140
F -2.07601 -2.45111 -3.31017  -0.3083
F -0.43085 1.41028 -1.18731  -0.3151
F -6.66799 0.94316 -3.58555  -0.3095
O 2.04428 -2.46147 1.75242  -0.1244
O -1.27755 -1.79779 -5.29387  -0.3854
O -0.79734 -2.61440 1.04153  -0.4238
O -2.20547 -0.53012 -6.91502  -0.5141
O 4.74893 -3.74001 -2.64418  -0.3778
O 2.81705 -3.11300 3.77303  -0.3268
O 2.07947 3.53498 -1.55741  -0.4578
O 0.30922 4.01309 -0.24199  -0.0400
O -5.05723 -1.45287 -3.03606  -0.3373
O 0.64111 -0.59830 -1.23321  -0.1325
O 1.34216 -1.44922 3.63198  -0.2165
O -3.92303 -0.62171 -1.28721  -0.5013
O -4.50960 0.70656 -3.01863  -0.2641
O 5.96414 -3.80123 -0.78890  -0.3729
O -2.05466 0.23097 -4.80626  -0.4325
O 6.96214 -4.10323 -2.79154  -0.5057
O -2.16362 -4.20897 0.54302  -0.5597
O 1.52485 5.67044 -1.10420  -0.3759
O 2.89015 -0.76515 -1.07373  -0.6627
O 1.70212 0.40526 0.44715  -0.3503
N -1.09155 -3.65003 0.47668  0.8176
C -3.55566 1.60707 1.71792  0.2179
C -5.44249 0.56460 -4.06074  0.2635
C -1.87409 -0.66877 -5.78967  0.4713
C 2.06817 -2.37388 2.92774  0.2570
C 2.06146 2.49931 5.08662  -0.2560
C -4.46088 -0.47123 -2.33161  0.7094
C -1.10258 -1.68073 -3.93113  0.8999
C 4.72793 -3.24199 -0.39668  0.4811
C -5.41545 -0.92703 -4.32841  -0.3205
C -1.34008 -0.21099 -3.63840  0.2003
C 0.30319 0.39868 0.78486  0.7021
C -0.31086 5.17321 0.19528  0.4773
C -3.02781 3.02154 1.92973  -0.5205
C 2.35231 -2.86378 5.08707  -0.5298
C -0.00408 -4.32148 -0.28640  -0.6068
C 1.75819 -1.47236 4.97220  0.2726
C 5.99065 -3.90476 -2.14744  0.5044
C 1.38373 4.32829 -1.03811  0.4797
C 3.83022 -3.67021 -1.55243  -0.1254
C -0.31606 0.18155 -0.57310  0.1013
C 1.79114 3.47983 3.96964  0.0738
C 1.86549 -0.36502 -0.63868  0.3952
C 0.71994 6.25960 -0.07800  -0.5535
H -0.44001 -5.18492 -0.77469  0.3696
H 2.94206 -3.11480 -1.80886  -0.0126
H 3.54835 -4.70773 -1.30837  0.3091
H 0.95999 -1.27755 5.68211  0.3367
H -6.36534 -1.31009 -4.67940  0.3429
H 1.35958 6.46955 0.78228  0.2790
H 4.83887 -2.15734 -0.35006  0.3899
H -4.58186 -1.17089 -4.98794  0.1329
H -3.77228 3.69968 2.34036  0.4604
H -2.77414 1.02832 1.23941  -0.3746
H 0.03316 1.38587 1.15241  -0.2531
H 0.09399 -0.40316 1.48718  0.1842
H -0.40734 0.35444 -3.63097  0.2874
H -1.30878 -0.26447 -0.54409  0.2934
H -2.72269 3.45182 0.97507  0.1443
H 0.87917 4.01400 4.22977  0.2338
H 0.28748 7.19750 -0.41377  0.3428
H 1.53310 -3.54024 5.34937  0.3102
H 0.36724 -3.64663 -1.05361  0.0611
H -5.15110 1.21196 -4.88260  0.3062
H 1.21286 1.82271 5.18062  0.1350
H -4.47422 1.72227 1.14842  0.3500
H 0.77357 -4.54183 0.43699  0.2856
H -0.61988 5.08877 1.23407  0.2131
H -0.15074 -2.03506 -3.54606  0.1250
H 3.13733 -2.95490 5.83087  0.3351
H 1.70558 3.02189 2.99003  -0.1141
H 2.94994 1.90228 4.92036  0.3515
H -1.88857 -0.00283 -2.72849  -0.2905

The calculation puts the energy relative to the best compared isomer or geometry (same formula, charge and spin) at 0.000 eV. As for the charge: 0. For the HOMO energy, the calculation gives -10.894 eV. The total energy is -133155.3891 eV. The LUMO energy comes out at -0.04 eV. The value obtained for the gap between HOMO and LUMO is 10.85 eV.


No. 2
Here is 9 unconnected molecules or ions with the total composition C23H29Cl4F6NO20 in a non-equilibrium geometry from the Open Molecules 2025 dataset. Energies are from ωB97M-V with the def2-TZVPD basis set.

Last column: Mulliken charge in e.
Positions of all 83 atoms, in Å:
Cl 4.59612 -20.09718 -26.76618  -0.0742
Cl 3.35289 -20.42682 -23.61956  -0.1808
Cl 9.92602 -22.89662 -27.16079  -0.2055
Cl 7.96657 -22.67711 -29.72294  -0.1309
F 9.74706 -20.90274 -32.82582  -0.3054
F 2.90307 -22.93232 -31.65705  -0.2911
F 4.64092 -22.60095 -34.94023  -0.2710
F 2.88109 -15.66444 -33.48859  -0.2826
F 1.61196 -23.02308 -25.40880  -0.1463
F -2.36558 -20.19990 -27.09285  -0.3139
O 3.52327 -21.97347 -28.61932  -0.1326
O 2.46541 -19.36817 -32.72061  -0.6112
O -1.23410 -16.42568 -26.72753  -0.6485
O 4.82435 -20.63014 -36.92752  -0.3802
O 3.44319 -24.66496 -24.42285  -0.3126
O -0.29648 -18.30790 -25.88295  -0.3022
O 3.40836 -27.40325 -35.38716  -0.5034
O 7.62036 -20.87711 -32.51485  -0.2096
O 2.78977 -17.25585 -31.86570  -0.2556
O 4.32285 -18.12870 -33.22265  -0.1320
O 1.93809 -21.79383 -30.01313  -0.3004
O 7.91585 -18.76304 -32.50316  -0.3738
O 7.12586 -20.52183 -36.89998  -0.5875
O 5.90704 -20.68832 -34.98874  0.0011
O 2.36234 -25.56763 -35.92472  -0.5114
O 6.33852 -19.61993 -31.17661  -0.5588
O 4.56584 -25.33766 -26.20936  -0.5376
O -1.17976 -18.31742 -27.78957  -0.3418
O 2.31302 -24.97986 -26.26913  -0.3332
O 1.38936 -21.65218 -27.80322  -0.5383
N 2.86971 -26.37321 -35.09406  0.8484
C 8.65515 -19.17900 -33.63862  -0.4777
C 2.12416 -24.74428 -24.06109  -0.4923
C 3.13324 -21.90381 -30.77952  1.4383
C 4.75487 -16.81203 -32.87123  -0.4813
C -1.11094 -19.74406 -27.50511  0.6147
C 6.03603 -20.52791 -36.31416  0.4455
C 4.22937 -22.29362 -29.83799  -0.2007
C 1.45840 -24.29079 -25.38808  0.2416
C 2.19361 -21.82435 -28.74397  0.4445
C 3.13812 -18.31570 -32.56923  0.5653
C 7.17434 -19.68425 -32.07156  0.7003
C -0.87689 -17.61531 -26.75171  0.6698
C 4.50708 -21.48063 -24.43680  0.0389
C 8.18728 -23.09475 -26.99691  -0.4427
C 3.51456 -25.14598 -25.67360  0.6765
C 2.96792 -25.80298 -33.67896  -0.6103
C 5.42474 -20.72774 -25.32046  -0.1096
C -0.17741 -19.63896 -26.35218  -0.0727
C 3.47575 -16.17696 -32.42534  0.2105
C 3.80093 -20.62040 -35.90516  -0.3285
C 4.62794 -21.26777 -34.77041  1.0046
C 8.66175 -20.61321 -33.42505  0.4256
C 7.45942 -22.24334 -28.08191  0.0967
H 3.60084 -15.32359 -31.75884  0.3585
H 6.37329 -22.27138 -27.99452  -0.2068
H 6.31062 -21.25142 -25.67970  -0.2739
H 5.65021 -16.71011 -32.25799  0.2992
H 8.55638 -21.24011 -34.31048  0.2688
H 4.31602 -23.38007 -29.82295  0.2949
H 8.17939 -24.17183 -27.16407  0.3116
H 4.01476 -22.20800 -25.08229  -0.2088
H 5.14422 -16.26723 -33.73129  0.3362
H 1.99757 -25.89796 -33.19163  0.3058
H 7.72980 -21.19604 -27.94717  0.3532
H -0.51615 -20.32055 -25.57194  0.1561
H 5.17707 -21.77494 -29.98267  -0.1322
H 3.44916 -21.03502 -31.35701  -0.7739
H 7.91186 -23.00576 -25.94604  0.3009
H 9.65520 -18.76245 -33.51820  0.3180
H 3.59813 -19.60129 -35.57594  0.1948
H 5.00668 -22.04107 -23.64660  0.3747
H 2.93780 -21.26119 -36.08541  0.3971
H 1.83026 -25.73685 -23.71976  0.3286
H 3.27234 -24.75980 -33.59410  0.1189
H 0.87121 -19.91746 -26.45682  0.1207
H 3.65021 -26.43189 -33.10707  0.3510
H -0.67864 -20.43087 -28.23279  0.1542
H 5.88533 -19.86194 -24.84471  0.4175
H 0.41418 -24.54898 -25.56429  0.3692
H 4.32232 -20.99571 -33.76013  -0.4781
H 8.30275 -18.71964 -34.56215  0.2430
H 1.95534 -24.01678 -23.26715  0.2672

The calculation puts the energy relative to the best compared isomer or geometry (same formula, charge and spin) at 4.215 eV. As for the charge: 0. For the HOMO energy, the calculation gives -10.223 eV. The total energy is -133151.1743 eV. The LUMO energy comes out at 0.05 eV. The value obtained for the gap between HOMO and LUMO is 10.28 eV.


No. 3
Here is C23H29N3O10 in the gas phase in a non-equilibrium geometry from the Open Molecules 2025 dataset. Energies are from ωB97M-V with the def2-TZVPD basis set.

Last column: natural (NBO) charge in e.
Positions of all 65 atoms, in Å:
O -2.57743 3.09270 -1.08407  -0.5466
O -1.17248 2.34987 2.34459  -0.4611
O -5.07907 -2.74283 -2.77560  -0.5477
O -3.97998 1.18634 -0.37032  -0.5750
O -1.17521 -3.78702 1.20359  -0.7063
O -7.61061 -2.07955 -4.25355  -0.7157
O 2.13124 -3.45786 2.55299  -0.5244
O -3.78686 -2.93024 -0.66309  -0.5292
O 1.88233 1.47621 3.69561  -0.5348
O 8.04156 0.65262 -0.02945  -0.6176
N 5.70646 1.50266 -0.54602  -0.4930
N -2.66775 2.63819 4.69650  -0.3502
N 2.40441 -0.91900 2.79851  -0.5199
C -5.19497 3.30611 -1.45832  -0.7303
C -6.44830 -1.18775 -4.39110  -0.0913
C -3.80952 2.53134 -0.94300  0.7911
C 5.00755 -1.09691 2.44823  -0.4148
C 8.01746 2.69799 -1.55314  -0.7243
C 0.16470 -1.62261 2.09584  -0.1508
C 5.20085 0.28837 0.20469  -0.2324
C -1.18349 -2.31719 1.47330  0.3668
C 1.59814 0.33580 3.06071  0.6806
C 7.21681 1.53956 -0.65247  0.6927
C 5.11012 1.35536 -1.95960  -0.4445
C 0.13566 -0.01338 2.40743  -0.0975
C -2.54035 0.19300 1.43104  -0.0015
C 1.63587 -2.21875 2.50561  0.6901
C -4.03483 -2.14795 -1.88417  0.2132
C 3.73210 -1.06582 3.51139  -0.2455
C -2.57724 -1.45391 1.14247  -0.0484
C -3.84237 1.18989 1.10178  -0.1212
C -3.95264 -2.12995 0.56023  -0.1155
C -1.88849 2.46174 3.65632  0.5062
C -1.17942 0.90462 2.06770  0.2828
C 5.40449 0.38255 1.84955  -0.4356
C -5.00446 -1.88365 -3.99378  -0.1189
H 5.93769 -1.53469 3.04760  0.2259
H -4.84291 -1.34183 0.45421  0.2130
H -4.33016 -2.88869 1.40101  0.2201
H 4.36816 2.23834 -2.22631  0.2168
H -2.98175 -2.06099 -2.43964  0.1664
H -5.26842 4.33555 -0.90338  0.2623
H -6.60011 -0.12813 -3.86466  0.1848
H -1.61338 -4.28307 1.97577  0.4989
H 4.03394 0.14507 0.04323  0.2124
H 7.27985 3.41869 -2.12027  0.2278
H -4.41227 -1.04495 -1.66573  0.1634
H -3.73242 2.25594 1.57186  0.2427
H -6.13517 2.66217 -1.18601  0.2383
H 4.74296 -1.86034 1.59289  0.2186
H 3.88749 -0.12097 4.20379  0.2359
H 4.47667 0.36238 -2.08036  0.2183
H -6.36647 -0.93057 -5.55397  0.1683
H -7.67068 -2.55843 -5.13937  0.4712
H -4.77655 0.63061 1.53154  0.2167
H -5.12529 3.37929 -2.62599  0.2598
H 5.77751 -0.65014 -0.19415  0.2109
H 6.53470 0.55942 2.09981  0.2397
H 8.80439 3.30070 -0.90386  0.2604
H 3.77963 -2.00330 4.23978  0.2340
H -4.24423 -0.97517 -3.84778  0.1863
H 8.66662 2.09878 -2.35293  0.2474
H 5.93973 1.31147 -2.79705  0.2105
H -4.60641 -2.59696 -4.85366  0.1978
H 4.79260 1.24929 2.34323  0.2220

As for the charge: 0. For the HOMO energy, the calculation gives -9.509 eV. The total energy is -49243.5529 eV. The LUMO energy comes out at -1.91 eV. The value obtained for the gap between HOMO and LUMO is 7.60 eV.


No. 4
Here is C23H29N3O2 in the gas phase from the Open Molecules 2025 dataset. Energies are from ωB97M-V with the def2-TZVPD basis set.

Last column: natural (NBO) charge in e.
Positions of all 57 atoms, in Å:
O 1.27743 0.71516 -1.60118  -0.4933
O -0.17983 -0.28308 4.51263  -0.6211
N -2.20505 -0.54907 3.55093  -0.6078
N -4.15951 1.06000 5.80003  -0.4154
N 4.52789 -0.56244 -4.00238  -0.4456
C 2.02810 -2.43258 -5.52011  -0.6665
C -5.19819 1.87149 5.88214  0.0474
C -5.19003 -0.01269 3.94329  -0.2621
C 2.73123 -1.10232 -2.34359  -0.4519
C 0.99481 -0.36205 1.90574  -0.1565
C -4.14506 0.13499 4.85301  0.2058
C -6.28279 1.81218 5.02066  -0.2632
C -1.06536 0.57802 1.13366  -0.1660
C 4.14491 -1.37843 -2.87556  -0.2134
C 2.12087 -0.08499 -6.29062  -0.1908
C -0.32982 -0.02213 2.15434  -0.1890
C 0.68645 -0.07779 -6.71937  -0.6555
C 0.83281 0.43644 -0.35349  0.3225
C 1.57395 -0.15084 0.66964  -0.2611
C 4.33392 0.84376 -3.73725  -0.2152
C -6.27458 0.84293 4.02950  -0.1648
C -0.49204 0.80570 -0.09716  -0.2649
C 2.60401 0.37999 -1.98919  0.0994
C 4.19483 -1.04607 -5.33089  -0.2345
C -0.87529 -0.28064 3.51609  0.6730
C -2.92951 -0.75306 4.78577  -0.2624
C 2.93368 1.21265 -3.22553  -0.4278
C 2.73360 -1.12225 -5.72825  -0.0030
H -2.24653 -0.50579 5.60109  0.2630
H 4.24455 -2.42996 -3.15092  0.2031
H 2.89677 2.27398 -2.97713  0.2143
H 3.30707 0.63988 -1.18423  0.1710
H -2.08136 0.90570 1.30456  0.2086
H 1.02173 -2.28592 -5.13069  0.2189
H -7.10844 2.49882 5.12301  0.2206
H 4.55649 1.40530 -4.64581  0.2044
H 4.86268 -1.17385 -2.06988  0.1877
H 4.63787 -2.04348 -5.41832  0.1949
H 1.98665 -1.33307 -3.10476  0.2113
H -2.72861 -0.57948 2.69156  0.3924
H -1.04802 1.28094 -0.89031  0.2236
H 2.53427 -1.72844 -1.47161  0.2160
H 2.67334 0.82966 -6.45858  0.1940
H 2.60203 -0.44026 0.52033  0.2099
H -3.23442 -1.80471 4.87296  0.1962
H 2.57874 -3.07675 -4.83973  0.2127
H -5.15722 -0.78831 3.19169  0.2101
H -5.15311 2.60368 6.67771  0.1944
H -7.10078 0.75348 3.33844  0.2169
H 5.06835 1.13151 -2.97335  0.1877
H 4.71780 -0.38811 -6.03186  0.2032
H 1.93464 -2.95311 -6.47483  0.2256
H 1.56882 -0.80406 2.70612  0.2352
H 0.44447 0.84226 -7.24397  0.2183
H 0.02345 -0.16396 -5.85685  0.2163
H 2.18386 1.01075 -3.98993  0.2180
H 0.47731 -0.91980 -7.37872  0.2158

The calculation puts the energy relative to the best compared isomer or geometry (same formula, charge and spin) at 2.548 eV. As for the charge: 0. For the HOMO energy, the calculation gives -8.226 eV. The total energy is -32886.8067 eV. The LUMO energy comes out at 0.71 eV. The value obtained for the gap between HOMO and LUMO is 8.94 eV.